# 1
# C12H35FNO9

6 unconnected molecules or ions with the total composition C12H35FNO9 (ωB97M-V with the def2-TZVPD basis set, the OMol25 dataset).

Results
E_HOMO, eV: -5.9
Kohn-Sham gap, eV: 8.9
Energy relative to the best compared isomer or geometry (same formula, charge and spin), eV: 0.000

```
! RIJCOSX wB97M-V def2-TZVPD def2/J DEFGRID3
* xyz -1 1
F -0.48 -0.96 -0.93
C 2.04 1.36 1.24
C 0.95 2.33 0.81
C 1.39 3.79 0.78
O 1.55 4.23 2.12
C 1.62 5.59 2.36
N 0.41 1.94 -0.51
H 1.56 0.43 1.53
H 2.53 1.80 2.12
H 2.80 1.18 0.48
H 0.15 2.17 1.53
H 0.58 4.41 0.37
H 2.28 3.89 0.15
H 1.44 5.81 3.41
H 0.90 6.23 1.83
H 2.61 5.98 2.08
H 0.00 1.01 -0.42
H 1.24 1.81 -1.09
C -1.95 0.35 1.60
C -3.42 0.05 1.37
O -4.12 1.29 1.19
O -1.71 0.74 2.97
H -1.64 1.10 0.87
H -1.29 -0.48 1.37
H -3.84 -0.52 2.20
H -3.59 -0.47 0.43
H -3.93 1.86 1.94
H -1.63 -0.08 3.46
C -0.40 -3.82 0.59
C 0.74 -3.16 1.36
O 1.39 -2.24 0.52
O -1.35 -2.89 0.12
H -0.86 -4.65 1.14
H 0.08 -4.38 -0.22
H 1.45 -3.91 1.71
H 0.40 -2.65 2.26
H 0.68 -1.76 0.04
H -0.92 -2.21 -0.45
C -3.89 -0.69 -2.22
C -3.24 -2.01 -2.65
O -2.75 -1.95 -3.99
O -2.98 0.37 -2.30
H -4.26 -0.84 -1.19
H -4.80 -0.52 -2.82
H -3.94 -2.83 -2.49
H -2.33 -2.12 -2.06
H -3.42 -2.34 -4.56
H -3.42 1.22 -2.24
C 3.70 -1.99 -2.07
C 4.25 -1.09 -0.96
O 4.57 0.20 -1.50
O 2.32 -1.78 -2.25
H 3.88 -3.03 -1.78
H 4.24 -1.79 -2.99
H 5.21 -1.41 -0.55
H 3.52 -1.02 -0.15
H 3.84 0.52 -2.04
H 1.83 -2.07 -1.47
*
```

Atom charges from the Mulliken analysis, given in e for atoms 1 to 2: -0.9035, -1.1747



# 2
# C4H8O2

C4H8O2 in the gas phase (ωB97M-V with the def2-TZVPD basis set, the OMol25 dataset).

Results
E_HOMO, eV: -9.7
Kohn-Sham gap, eV: 10.5
Structure (SMILES): C[C@H](C=O)CO
Energy relative to the best compared isomer or geometry (same formula, charge and spin), eV: 1.229

```
! RIJCOSX wB97M-V def2-TZVPD def2/J DEFGRID3
* xyz 0 1
C -1.14 -1.11 0.34
C -0.27 0.15 0.31
C 1.15 -0.11 -0.21
O 2.02 0.82 0.40
C -0.88 1.26 -0.52
O -1.85 1.13 -1.23
H -2.20 -0.85 0.43
H -0.87 -1.74 1.20
H -1.02 -1.71 -0.57
H -0.14 0.55 1.33
H 1.44 -1.14 0.03
H 1.17 -0.01 -1.31
H 2.93 0.53 0.26
H -0.35 2.23 -0.47
*
```

Atom charges from the Mulliken analysis, given in e for atoms 1 to 2: -1.4607, 0.5916



# 3
# C37H22Cl5N9O3Tl

A molecular structure, C37H22Cl5N9O3Tl (ωB97M-V with the def2-TZVPD basis set, the OMol25 dataset).

Results
E_HOMO, eV: -10.2
Kohn-Sham gap, eV: 6.0
Energy relative to the best compared isomer or geometry (same formula, charge and spin), eV: 0.223

```
! RIJCOSX wB97M-V def2-TZVPD def2/J DEFGRID3
* xyz 1 1
Tl 0.18 0.34 0.78
O 4.19 2.24 1.12
C 3.76 3.45 1.52
C 4.62 4.53 1.32
C 4.24 5.80 1.70
C 3.00 6.03 2.28
C 2.13 4.98 2.46
C 2.49 3.68 2.08
C 1.50 2.60 2.17
O 1.88 1.37 2.00
N 0.23 2.95 2.37
N -0.61 1.92 2.20
C -1.81 1.92 2.62
C -2.64 0.71 2.45
C -3.96 0.70 2.89
C -4.67 -0.49 2.84
C -4.05 -1.63 2.36
C -2.73 -1.52 1.93
N -2.05 -0.38 1.95
H 3.49 1.60 1.36
H 5.58 4.33 0.86
H 4.92 6.62 1.54
H 2.71 7.03 2.58
H 1.15 5.14 2.89
H -2.20 2.76 3.18
H -4.40 1.60 3.29
H -5.70 -0.53 3.18
H -4.56 -2.58 2.33
H -2.22 -2.39 1.53
C 2.99 -2.79 2.46
C 2.20 -1.65 2.32
N 1.20 -1.64 1.45
C 0.97 -2.72 0.70
C 1.78 -3.84 0.85
N 2.78 -3.87 1.72
C -0.16 -2.65 -0.28
C -0.72 -3.78 -0.83
C -1.79 -3.65 -1.71
C -2.26 -2.38 -1.99
C -1.65 -1.28 -1.40
N -0.62 -1.43 -0.56
C -2.09 0.12 -1.65
C -2.80 0.49 -2.79
N -3.14 1.75 -3.01
C -2.77 2.65 -2.11
C -2.05 2.29 -0.98
N -1.73 1.03 -0.75
C -2.43 -4.85 -2.31
C -1.67 -5.92 -2.74
C -2.31 -7.02 -3.30
N -3.63 -7.10 -3.43
C -4.36 -6.07 -3.01
C -3.81 -4.92 -2.45
H 3.80 -2.81 3.17
H 2.37 -0.75 2.89
H 1.64 -4.72 0.23
H -0.36 -4.77 -0.56
H -3.09 -2.24 -2.66
H -3.07 -0.23 -3.55
H -3.04 3.68 -2.30
H -1.70 3.03 -0.27
H -0.59 -5.91 -2.68
H -1.74 -7.86 -3.66
H -5.44 -6.16 -3.12
H -4.46 -4.12 -2.11
Cl 6.04 3.17 -2.97
C 4.50 2.76 -2.32
C 4.15 1.43 -2.12
Cl 5.25 0.18 -2.53
C 2.91 1.11 -1.57
Cl 2.48 -0.55 -1.32
C 1.99 2.09 -1.20
O 0.84 1.85 -0.61
C 2.35 3.43 -1.46
Cl 1.20 4.65 -1.05
C 3.58 3.76 -1.99
Cl 3.99 5.41 -2.23
*
```

Atom charges from the Mulliken analysis, given in e for atoms 1 to 2: 2.4155, -0.7195



# 4
# C3H5HgLiO4

A molecular structure, C3H5HgLiO4 (ωB97M-V with the def2-TZVPD basis set, the OMol25 dataset).

Results
E_HOMO (alpha / beta), eV: -7.7 / -9.2
Kohn-Sham gap (alpha / beta), eV: 6.6 / 8.0
Energy relative to the best compared isomer or geometry (same formula, charge and spin), eV: 0.038

```
! RIJCOSX wB97M-V def2-TZVPD def2/J DEFGRID3
* xyz 0 3
O -4.26 2.11 -0.94
C -1.16 -0.26 -0.45
O -2.10 -0.64 0.34
O -1.17 -0.20 -1.67
O 0.03 -0.35 0.24
C 1.25 0.04 -0.41
C 2.37 -0.05 0.59
H 1.42 -0.63 -1.27
H 1.13 1.06 -0.80
H 2.50 -1.08 0.94
H 3.31 0.27 0.11
H 2.18 0.60 1.45
Hg -4.53 0.22 0.03
Li -0.96 -1.11 1.82
*
```

Atom charges from the Mulliken analysis, given in e for atoms 1 to 2: -0.4954, 0.8350



# 5
# C2H6N4O

C2H6N4O in the gas phase (ωB97M-V with the def2-TZVPD basis set, the OMol25 dataset).

Results
E_HOMO, eV: -8.9
Kohn-Sham gap, eV: 9.7
Structure (SMILES): CON1N=NCN1
Energy relative to the best compared isomer or geometry (same formula, charge and spin), eV: 6.540

```
! RIJCOSX wB97M-V def2-TZVPD def2/J DEFGRID3
* xyz 0 1
C 1.15 -0.83 -1.42
C -1.28 0.56 1.55
N 0.43 0.38 -2.09
N 0.13 1.11 -1.18
N 0.95 -0.74 0.00
N 0.41 0.73 0.02
O -0.07 1.20 1.19
H 0.77 -1.80 -1.85
H 2.20 -0.56 -1.73
H -1.36 0.38 2.66
H -1.49 -0.33 1.02
H -2.04 1.30 1.51
H 0.21 -1.41 0.32
*
```

Atom charges from the Mulliken analysis, given in e for atoms 1 to 2: -0.2503, -0.6377



# 6
# C6H10AgClFN2O2Si

A molecular structure, C6H10AgClFN2O2Si (ωB97M-V with the def2-TZVPD basis set, the OMol25 dataset).

Results
E_HOMO, eV: -11.7
Kohn-Sham gap, eV: 5.9

```
! RIJCOSX wB97M-V def2-TZVPD def2/J DEFGRID3
* xyz 1 1
C -2.03 1.88 2.45
C -2.09 1.79 0.97
C -1.68 0.42 0.17
Si 0.04 0.50 -0.73
Cl 0.04 2.00 -2.30
C 1.55 0.63 0.46
N 2.33 1.92 0.38
C 0.21 -1.22 -1.66
O 0.95 -1.26 -2.77
N -0.56 -2.37 -1.04
C 0.23 -3.11 0.02
O 0.04 -4.43 0.13
F 1.22 -2.49 0.94
H -2.07 0.86 3.06
H -1.91 2.87 3.08
H -2.41 2.78 0.37
H -2.50 0.20 -0.67
H -1.67 -0.55 0.85
H 2.28 -0.26 0.18
H 1.27 0.45 1.60
H 1.89 2.63 -0.24
H 3.34 1.78 0.17
H -0.90 -3.06 -1.76
Ag 2.44 -1.97 -3.67
*
```

Atom charges from the Mulliken analysis, given in e for atoms 1 to 2: -0.6181, -0.2133